1.
Here is 8 unconnected molecules or ions with the total composition C22H48O14S5 from the OMol25 dataset. Energies are from the ωB97M-V functional and the def2-TZVPD basis.

Computed properties:
HOMO ... -0.3328 Ha
Charge ... 0
Energy above the lowest of the compared OMol25 structures with the same formula, charge and spin ... 309.9 kJ/mol

Geometry (Å):
C1 -0.419 0.114 -2.046
C2 0.457 0.462 -0.856
C3 1.925 0.391 -1.118
O1 2.375 1.602 -0.538
C4 1.385 2.441 -0.341
O2 1.550 3.558 0.104
O3 0.180 1.812 -0.496
H1 -0.288 -0.943 -2.275
H2 -0.177 0.674 -2.949
H3 -1.465 0.383 -1.897
H4 0.256 -0.083 0.066
H5 2.134 0.454 -2.186
H6 2.444 -0.466 -0.690
C5 4.336 -6.537 -0.861
C6 3.563 -5.998 0.395
C7 3.979 -4.627 0.934
O4 2.706 -4.076 1.246
C8 1.771 -4.689 0.528
O5 0.647 -4.253 0.466
O6 2.160 -5.744 -0.022
H7 4.119 -5.924 -1.735
H8 3.908 -7.488 -1.178
H9 5.409 -6.650 -0.705
H10 3.556 -6.770 1.165
H11 4.517 -4.106 0.143
H12 4.425 -4.593 1.928
C9 -7.190 1.170 -2.275
C10 -8.609 1.648 -2.038
C11 -8.994 2.838 -2.867
O7 -10.321 2.413 -3.258
C12 -10.491 1.122 -3.035
O8 -11.578 0.609 -3.286
O9 -9.431 0.594 -2.448
H13 -6.464 1.901 -1.918
H14 -6.963 1.052 -3.335
H15 -7.002 0.251 -1.720
H16 -8.875 1.920 -1.016
H17 -8.349 3.071 -3.714
H18 -8.993 3.752 -2.273
C13 -3.777 -6.367 -4.406
S1 -2.628 -5.029 -3.961
O10 -2.913 -3.883 -4.950
C14 -3.511 -4.548 -2.403
H19 -4.005 -6.294 -5.469
H20 -4.691 -6.303 -3.816
H21 -3.357 -7.369 -4.315
H22 -4.581 -4.503 -2.606
H23 -3.220 -3.522 -2.178
H24 -3.412 -5.290 -1.611
C15 7.262 -0.332 3.093
S2 5.760 -0.406 4.218
O11 6.064 -0.453 5.684
C16 5.058 1.313 3.979
H25 7.891 0.522 3.343
H26 6.973 -0.236 2.046
H27 7.808 -1.269 3.203
H28 4.854 1.547 2.934
H29 5.672 2.110 4.398
H30 4.152 1.166 4.567
C17 -3.626 4.092 1.344
S3 -2.654 5.681 1.401
O12 -3.375 6.710 0.519
C18 -3.315 6.041 3.112
H31 -3.335 3.420 2.151
H32 -3.315 3.638 0.403
H33 -4.670 4.394 1.271
H34 -3.293 5.235 3.845
H35 -4.370 6.258 2.943
H36 -2.848 6.974 3.428
C19 6.443 3.527 -3.124
S4 7.079 1.821 -2.994
O13 6.226 0.851 -3.816
C20 8.600 2.178 -3.898
H37 5.394 3.571 -2.832
H38 6.585 3.689 -4.192
H39 6.973 4.280 -2.540
H40 9.237 2.784 -3.255
H41 8.429 2.674 -4.853
H42 9.120 1.238 -4.081
C21 -1.001 1.816 6.979
S5 -0.186 0.177 6.521
O14 -1.200 -0.916 6.976
C22 -0.233 0.368 4.710
H43 -0.656 2.677 6.406
H44 -0.794 1.884 8.047
H45 -2.079 1.755 6.834
H46 0.117 -0.587 4.318
H47 0.426 1.153 4.339
H48 -1.269 0.478 4.387

Here are the Löwdin charges for atoms 1 to 2, given in e: number 1, C, carries -0.0125; number 2, C, carries -0.3340

=====

2.
Here is 2 unconnected molecules or ions with the total composition C22H49BF2N5O7PS2 from the OMol25 dataset. Energies are from the ωB97M-V functional and the def2-TZVPD basis.

Computed properties:
HOMO ... -0.3251 Ha
Charge ... 0

Geometry (Å):
C1 -2.492 -5.918 -2.228
C2 -1.644 -5.536 -3.514
C3 -0.287 -4.788 -3.165
C4 -0.560 -3.466 -2.314
C5 -0.365 -3.851 -0.779
C6 -1.241 -2.936 0.191
C7 -0.314 -1.721 0.660
C8 -1.120 -0.534 1.361
O1 -2.339 -1.212 1.764
C9 -1.641 0.546 0.316
C10 -1.551 0.168 -1.241
O2 -2.371 1.069 -2.020
C11 -2.158 0.725 -3.400
C12 -2.581 1.910 -4.375
B1 -3.163 1.087 0.404
C13 -3.450 2.667 0.670
O3 -4.327 0.278 0.215
C14 -0.432 1.531 0.452
C15 -0.046 2.592 -0.643
N1 1.063 2.100 -1.500
C16 1.833 3.255 -2.019
N2 0.226 1.349 1.584
P1 1.686 2.357 1.861
N3 1.315 3.755 2.527
C17 -0.381 0.298 2.508
C18 -1.300 1.267 3.389
C19 -2.407 0.521 4.244
C20 0.701 -0.501 3.337
C21 0.879 -0.113 4.849
C22 1.749 1.165 5.140
N4 1.810 1.342 6.636
H1 -1.805 -6.449 -1.507
H2 -3.377 -6.567 -2.471
H3 -2.802 -4.952 -1.743
H4 -1.407 -6.472 -4.080
H5 -2.263 -4.805 -4.108
H6 0.394 -5.456 -2.575
H7 0.229 -4.549 -4.130
H8 -1.570 -3.021 -2.524
H9 0.259 -2.739 -2.584
H10 -0.583 -4.927 -0.584
H11 0.716 -3.637 -0.540
H12 -1.528 -3.558 1.084
H13 -2.146 -2.608 -0.370
H14 0.425 -2.223 1.353
H15 0.331 -1.368 -0.200
H16 -2.121 -1.754 2.538
H17 -1.954 -0.861 -1.453
H18 -0.481 0.147 -1.609
H19 -2.673 -0.245 -3.669
H20 -1.064 0.539 -3.623
H21 -2.093 2.828 -3.951
H22 -3.694 1.975 -4.337
H23 -2.168 1.734 -5.399
H24 -2.567 3.208 1.103
H25 -4.405 2.836 1.225
H26 -3.599 3.106 -0.365
H27 -4.418 0.240 -0.756
H28 -0.944 2.913 -1.243
H29 0.331 3.554 -0.167
H30 1.651 1.440 -0.991
H31 2.580 3.572 -1.243
H32 1.112 4.094 -2.225
H33 2.329 2.958 -2.975
H34 2.634 1.569 2.572
H35 2.299 2.648 0.594
H36 1.828 3.837 3.409
H37 -0.678 1.907 4.076
H38 -1.835 2.020 2.743
H39 -2.304 0.851 5.310
H40 -2.157 -0.578 4.234
H41 -3.444 0.646 3.842
H42 1.669 -0.451 2.780
H43 0.359 -1.577 3.335
H44 1.434 -0.971 5.331
H45 -0.070 -0.011 5.434
H46 2.792 0.987 4.743
H47 1.335 2.120 4.729
H48 2.662 1.877 6.846
H49 1.067 2.028 6.821
N5 6.165 0.724 -3.194
S1 7.356 1.617 -3.722
O4 8.212 2.208 -2.725
O5 7.113 2.396 -4.908
F1 8.295 0.460 -4.294
S2 5.055 1.571 -2.484
O6 4.123 0.772 -1.714
O7 4.458 2.653 -3.226
F2 5.839 2.333 -1.326

Here are the Löwdin charges for atoms 1 to 2, given in e: number 1, C, carries -0.1193; number 2, C, carries -0.2507

=====

3.
Here is a molecular structure, C22H49DyN2P3S2 from the OMol25 dataset. Energies are from the ωB97M-V functional and the def2-TZVPD basis.

Computed properties:
HOMO (alpha / beta) ... -0.5827 / -0.5353 Ha
Charge ... +3
2S+1 ... 6
Energy above the lowest of the compared OMol25 structures with the same formula, charge and spin ... 215.1 kJ/mol

Geometry (Å):
Dy1 0.493 -0.687 -0.419
P1 2.095 1.470 0.107
P2 -1.451 0.634 1.216
P3 -1.781 3.071 -3.392
H1 1.729 -1.871 -4.863
C1 1.251 -0.982 -4.473
C2 1.991 0.030 -3.784
H2 2.712 -0.275 -3.008
C3 3.465 0.655 0.997
C4 1.484 2.590 1.429
C5 3.031 2.723 -0.827
C6 -3.036 -0.266 1.025
C7 -0.923 0.054 2.892
C8 -2.191 2.246 1.726
C9 -1.850 4.029 -4.924
C10 -0.894 3.678 -1.927
C11 -3.237 2.177 -2.803
H3 0.382 -0.663 -5.047
H4 2.394 0.821 -4.448
H5 3.829 -0.207 0.424
H6 3.138 0.303 1.983
H7 4.272 1.391 1.111
H8 0.916 2.052 2.195
H9 0.831 3.351 0.988
H10 2.355 3.075 1.886
H11 3.100 2.437 -1.881
H12 4.041 2.795 -0.402
H13 2.548 3.707 -0.752
H14 -3.681 -0.034 1.882
H15 -2.873 -1.348 0.962
H16 -3.521 0.076 0.102
H17 -1.594 0.478 3.657
H18 0.106 0.375 3.111
H19 -0.950 -1.045 2.959
H20 -2.931 2.034 2.514
H21 -2.707 2.713 0.876
H22 -1.435 2.939 2.119
H23 -2.779 4.605 -4.998
H24 -1.806 3.308 -5.761
H25 -0.967 4.683 -5.017
H26 -1.114 4.741 -1.754
H27 0.196 3.569 -2.040
H28 -1.180 3.144 -0.997
H29 -4.140 2.550 -3.302
H30 -3.347 2.225 -1.706
H31 -3.144 1.122 -3.081
C12 -0.556 -0.859 -2.734
C13 -1.921 -1.122 -2.937
C14 -2.285 -2.415 -3.310
C15 -1.406 -3.475 -3.095
C16 -0.135 -3.268 -2.575
C17 0.331 -1.957 -2.452
S1 0.288 0.740 -2.899
H32 -0.980 2.026 -3.997
H33 -2.647 -0.312 -2.924
H34 -3.244 -2.634 -3.783
H35 -1.741 -4.479 -3.343
H36 0.525 -4.094 -2.319
H37 1.390 -1.730 -2.211
C18 3.039 -0.813 4.847
C19 1.978 -1.784 4.350
N1 2.247 -2.152 2.953
C20 1.358 -2.618 2.066
S2 1.862 -2.792 0.412
N2 0.077 -2.946 2.473
C21 -0.181 -3.950 3.561
C22 -1.471 -3.585 4.252
H38 4.018 -1.310 4.916
H39 2.766 -0.461 5.849
H40 3.133 0.062 4.189
H41 2.016 -2.709 4.950
H42 0.964 -1.357 4.411
H43 3.160 -1.900 2.564
H44 -0.517 -3.174 1.667
H45 -0.254 -4.927 3.064
H46 0.691 -3.961 4.221
H47 -2.330 -3.772 3.592
H48 -1.549 -4.212 5.146
H49 -1.453 -2.528 4.539

Here are the Löwdin charges for atoms 1 to 2, given in e: number 1, Dy, carries 0.7727; number 2, P, carries 0.6780